# C54H92BrFN9O6S

A cluster of 9 separate species, C54H92BrFN9O6S in total at a distorted geometry (ωB97M-V/def2-TZVPD, the OMol25 dataset).

The geometry in XYZ format:
```
164
Properties=species:S:1:pos:R:3:mulliken_charge:R:1
C -2.37132 0.54411 6.40233 -1.05
C -2.92433 0.90580 4.97195 0.72
C -3.14999 2.44559 4.98579 -1.07
C -4.22642 0.08494 4.79380 -0.95
C -4.82883 0.18675 3.33767 0.71
C -6.35933 -0.21175 3.46282 -1.67
C -4.22287 -0.87258 2.38492 -0.81
O -3.19441 -0.29615 1.54397 -0.09
O -2.46147 -1.39042 1.04599 -0.16
C -2.07281 -1.12539 -0.24157 -0.44
O -2.70474 -0.42611 -0.98182 -0.49
C -0.77819 -1.83275 -0.62509 0.53
C -0.76776 -3.23489 -0.80183 -0.53
C 0.42881 -3.89483 -1.13484 0.84
C 0.34164 -5.43655 -1.26072 -2.21
C -0.15543 -5.79237 -2.69798 0.75
C -1.71283 -5.67612 -2.80918 -1.37
F 0.37215 -4.81220 -3.55894 -0.32
N 1.58252 -3.20959 -1.29923 0.15
C 2.86693 -3.85343 -1.61446 -0.77
C 3.64014 -3.21055 -2.81360 -0.13
C 4.69941 -2.13489 -2.39391 -0.71
Br 2.47272 -2.57359 -4.25883 -0.11
C 1.57744 -1.86918 -1.13065 -0.53
C 0.44346 -1.14314 -0.81845 0.30
C 0.53292 0.39125 -0.69038 0.36
C 1.43634 0.99582 -1.82623 -0.38
C 0.83983 2.23909 -2.51710 -0.57
S 0.32499 3.55685 -1.35970 1.30
O 0.68522 4.80139 -1.98114 -0.66
O 0.94030 3.41170 -0.06802 -0.63
O -1.28349 3.55660 -1.30430 -0.32
H -1.33218 0.87634 6.54491 -0.08
H -2.45836 -0.55772 6.51571 0.51
H -3.01805 0.97095 7.19386 0.20
H -2.11287 0.63683 4.26949 0.24
H -2.25177 2.89978 5.46051 0.09
H -4.02406 2.73484 5.59816 0.27
H -3.19897 2.86556 3.96083 0.37
H -4.03662 -0.96440 5.08892 0.60
H -4.98807 0.51747 5.46246 -0.07
H -4.71875 1.20995 2.93141 0.29
H -6.89978 0.46162 4.14154 0.39
H -6.41302 -1.26355 3.79260 0.31
H -6.77883 -0.15398 2.43925 0.53
H -5.02814 -1.19856 1.68939 0.34
H -3.87893 -1.78533 2.90409 0.29
H -1.69640 -3.78868 -0.64132 0.56
H 1.28340 -5.93079 -0.97595 0.52
H -0.40704 -5.75345 -0.51456 0.50
H 0.17634 -6.79973 -3.00104 0.48
H -1.99458 -4.77814 -3.37920 0.32
H -2.19568 -5.66035 -1.81691 0.37
H -2.07210 -6.57742 -3.33951 0.33
H 3.50681 -3.73325 -0.71743 0.39
H 2.79860 -4.93132 -1.79214 0.32
H 4.23361 -4.02850 -3.25899 0.57
H 4.37062 -1.10199 -2.59109 0.34
H 5.68413 -2.36982 -2.82465 -0.15
H 4.84262 -2.21020 -1.29379 0.34
H 2.50952 -1.30418 -1.24743 0.65
H -0.49205 0.76793 -0.87219 -0.15
H 0.84474 0.69285 0.32052 0.46
H 2.42822 1.17892 -1.37720 0.29
H 1.60092 0.23937 -2.62198 0.30
H 0.02624 2.00007 -3.22508 0.43
H 1.65715 2.69135 -3.10858 -0.09
H -1.54734 2.81042 -0.73857 0.35
C 8.72515 -1.01241 -5.86942 -1.17
C 8.90463 -0.53758 -4.43195 -0.37
C 9.37969 -1.65106 -3.48992 -0.47
C 8.39396 -2.74778 -3.45572 0.30
N 7.62493 -3.60443 -3.42990 -0.50
H 7.95631 -1.78373 -5.94488 0.33
H 8.41626 -0.18338 -6.50626 0.34
H 9.65793 -1.41745 -6.26821 0.32
H 7.95749 -0.12863 -4.07176 0.26
H 9.63255 0.27543 -4.41287 0.31
H 9.50615 -1.26108 -2.47906 0.28
H 10.34005 -2.05003 -3.82072 0.34
C 1.12594 -5.10385 -6.74249 -0.44
C 2.06745 -5.93479 -7.60344 -0.68
C 1.46040 -7.28381 -7.99437 0.14
C 1.15924 -8.06952 -6.78107 0.31
N 0.91560 -8.67467 -5.83183 -0.52
H 0.90752 -5.60260 -5.79714 0.05
H 1.57205 -4.13985 -6.49894 0.16
H 0.18158 -4.91833 -7.26144 0.17
H 3.00278 -6.09309 -7.06064 0.32
H 2.31385 -5.37810 -8.50933 0.35
H 2.15629 -7.84536 -8.61887 0.36
H 0.54005 -7.13721 -8.56047 -0.33
C -0.37489 6.39005 4.67055 -0.93
C -0.15922 6.94788 6.07375 -0.57
C 0.31743 5.88376 7.06862 -0.17
C -0.68344 4.80904 7.18363 0.36
N -1.46511 3.96752 7.27168 -0.48
H -1.15705 5.62797 4.65749 0.19
H -0.68408 7.18461 3.98932 0.31
H 0.54299 5.94630 4.27981 0.29
H -1.09251 7.39346 6.42735 0.30
H 0.58180 7.74873 6.03000 0.36
H 0.47046 6.33102 8.05268 0.34
H 1.26650 5.44737 6.74137 0.07
C -3.99301 -5.01496 -8.25366 -1.12
C -3.88026 -6.51576 -8.49843 -0.54
C -2.44303 -7.03260 -8.37679 -0.10
C -1.57532 -6.37221 -9.37095 0.24
N -0.90163 -5.85454 -10.14776 -0.52
H -3.43034 -4.44402 -8.99432 0.37
H -5.03363 -4.69643 -8.32095 0.35
H -3.62087 -4.75031 -7.26061 0.25
H -4.27093 -6.74475 -9.49208 0.31
H -4.50803 -7.04344 -7.77758 0.33
H -2.41391 -8.10999 -8.54578 0.39
H -2.04828 -6.83642 -7.37718 0.14
C -2.40067 8.57996 -0.35030 -1.04
C -3.79613 7.97333 -0.24977 -0.43
C -3.86012 6.78456 0.71537 -0.42
C -2.95869 5.70787 0.26338 0.25
N -2.25241 4.87115 -0.10585 -0.42
H -1.67859 7.86307 -0.74583 0.28
H -2.40746 9.43821 -1.02301 0.32
H -2.04867 8.91810 0.62702 0.28
H -4.11991 7.65807 -1.24427 0.29
H -4.49597 8.74093 0.08699 0.31
H -4.87719 6.39322 0.76476 0.28
H -3.56664 7.09133 1.72090 0.24
C 5.58200 6.21744 -5.07312 -1.17
C 4.17277 5.65741 -4.91419 -0.65
C 4.11371 4.45343 -3.96885 0.18
C 4.95205 3.35325 -4.48618 0.35
N 5.60573 2.49496 -4.88843 -0.47
H 6.25794 5.48433 -5.51710 0.34
H 5.57228 7.08838 -5.72892 0.34
H 5.99330 6.52392 -4.10870 0.31
H 3.78989 5.37328 -5.89702 0.32
H 3.51820 6.44126 -4.52893 0.37
H 3.08705 4.09880 -3.87685 -0.27
H 4.46583 4.73071 -2.97376 0.32
C 1.50266 0.59038 7.74034 -1.03
C 3.01615 0.77556 7.70830 -0.51
C 3.44486 2.21360 8.01631 -0.43
C 2.87814 3.13848 7.01798 0.27
N 2.43483 3.86112 6.23963 -0.51
H 1.00810 1.19676 6.97930 0.21
H 1.24288 -0.45089 7.54501 0.36
H 1.09388 0.86407 8.71537 0.32
H 3.39052 0.48223 6.72466 0.31
H 3.47417 0.10540 8.43858 0.32
H 4.53221 2.29677 7.99556 0.32
H 3.10204 2.51103 9.00886 0.27
C -6.15251 -1.70669 9.94200 -1.14
C -6.00522 -0.19265 9.83741 -0.32
C -7.04157 0.44418 8.90545 -0.47
C -6.89910 -0.09293 7.53930 0.26
N -6.78254 -0.50932 6.47208 -0.40
H -5.99296 -2.19292 8.97782 0.32
H -5.41578 -2.11269 10.63602 0.33
H -7.14601 -1.98023 10.30421 0.30
H -4.99852 0.04374 9.48467 0.20
H -6.10766 0.24550 10.83214 0.32
H -6.90508 1.52601 8.87369 0.27
H -8.05317 0.24132 9.26122 0.33
```

Output
E = -6128.6655 Ha
total charge = +1
LUMO = -3.73 eV
HOMO-LUMO gap = 0.2850 hartree
E_HOMO = -11.5 eV